Entry from OMol25: a structure of composition C46H49BrIrN5OS (ωB97M-V/def2-TZVPD).

Its highest occupied orbital energy (alpha / beta) is -0.225 / -0.225 Ha. The calculation puts the total energy at -5207.93125 hartree. The HOMO-LUMO gap (alpha / beta) is 6.15 / 6.16 eV. The energy above the lowest of the compared OMol25 structures with the same formula, charge and spin comes out at 8.97 kJ/mol.

Last column: Löwdin charge in e.
Positions of all 104 atoms, in Å:
Ir  -1.02044  0.67272  -0.22392  1.0810
O  -2.98404  6.58191  -0.01738  0.0967
C  -2.48409  5.37820  -0.35132  -0.2993
C  -1.14428  5.03621  -0.22284  0.0216
C  -0.76616  3.75243  -0.54398  -0.1269
N  -1.59771  2.78986  -0.97885  -0.0902
C  -2.84685  3.20097  -1.21563  -0.7055
Br  -3.97541  2.09120  -2.25086  0.8552
C  -3.35085  4.44473  -0.90265  -0.0435
H  -2.28737  7.14118  0.34473  0.1194
H  -0.40288  5.73402  0.14452  0.1268
H  0.26772  3.46954  -0.44360  0.0878
H  -4.37791  4.69949  -1.11314  0.1155
C  2.60307  2.25616  3.47137  -0.0548
C  1.51645  2.44064  2.40833  -0.3703
C  0.48413  3.46801  2.87558  -0.0806
C  2.11295  2.82973  1.07026  -0.1639
C  2.96796  3.92613  0.98508  -0.0386
C  3.56665  4.26731  -0.21500  -0.0668
C  3.34177  3.49342  -1.34551  -0.0298
C  2.49354  2.39306  -1.30775  -0.1423
C  2.26109  1.54083  -2.54193  -0.3604
C  1.00212  1.97960  -3.29304  -0.0537
C  3.45807  1.51972  -3.49017  -0.0692
C  1.85772  2.09337  -0.09124  -0.2265
N  0.99618  0.95799  -0.02188  -0.0716
C  1.65697  -0.20781  0.11797  -0.2088
C  0.91615  -1.36577  0.00073  -0.2242
N  -0.39986  -1.17671  -0.29409  -0.0924
C  -1.20615  -2.35937  -0.30761  -0.1846
C  -1.55631  -2.92625  -1.54510  -0.1399
C  -2.34450  -4.07577  -1.52511  -0.0418
C  -2.77403  -4.64381  -0.33742  -0.0723
C  -2.39549  -4.07788  0.86606  -0.0339
C  -1.59890  -2.93652  0.91001  -0.1302
C  -1.17665  -2.38595  2.26377  -0.3598
C  -2.33975  -2.30993  3.25720  -0.0635
C  -0.06752  -3.22964  2.90173  -0.0414
C  -1.08543  -2.44261  -2.91846  -0.3472
C  0.43009  -2.27469  -3.05739  -0.0447
C  -1.80446  -1.19852  -3.44679  -0.0816
C  1.80653  -2.52776  0.05840  -0.1030
C  1.69378  -3.88543  -0.07195  -0.0227
C  2.86467  -4.68486  0.04074  -0.0661
C  4.10397  -4.15028  0.27444  -0.0287
C  4.25274  -2.74019  0.39408  -0.1616
C  5.46167  -2.02632  0.61726  -0.0245
C  5.44733  -0.65849  0.68715  -0.0659
C  4.25459  0.10235  0.53613  0.0052
C  3.07632  -0.56180  0.32767  -0.0563
C  3.10169  -1.98085  0.27105  -0.0841
H  2.18238  1.77492  4.35591  0.0824
H  3.02179  3.21465  3.78735  0.0743
H  3.41981  1.63284  3.10430  0.0746
H  1.01277  1.48103  2.28278  0.1046
H  0.96226  4.43685  3.04580  0.0802
H  0.02360  3.14912  3.81220  0.0808
H  -0.31370  3.60275  2.14434  0.0276
H  3.17767  4.50774  1.87514  0.1113
H  4.23035  5.12108  -0.26905  0.1018
H  3.84539  3.75058  -2.26789  0.1050
H  2.10985  0.51390  -2.20137  0.1158
H  1.10677  3.01290  -3.63743  0.0869
H  0.11199  1.90948  -2.66828  0.0323
H  0.84658  1.34674  -4.16956  0.0784
H  3.61718  2.48671  -3.97237  0.0726
H  3.27705  0.79215  -4.28297  0.0797
H  4.37711  1.23729  -2.97385  0.0846
H  -2.62032  -4.53415  -2.46803  0.1101
H  -3.39224  -5.53267  -0.35209  0.1016
H  -2.71426  -4.53416  1.79495  0.1099
H  -0.80022  -1.37258  2.11461  0.0924
H  -2.63544  -3.30654  3.59389  0.0745
H  -3.21329  -1.80904  2.85128  0.0508
H  -2.02169  -1.75402  4.14080  0.0862
H  -0.41889  -4.25248  3.06496  0.0848
H  0.19369  -2.80943  3.87525  0.0836
H  0.83599  -3.27340  2.29900  0.0592
H  -1.36368  -3.26055  -3.59064  0.1219
H  0.78808  -1.39757  -2.52053  0.0605
H  0.68050  -2.14494  -4.11287  0.0823
H  0.97076  -3.14576  -2.68640  0.0781
H  -1.70409  -0.34990  -2.76584  0.0225
H  -2.86644  -1.39140  -3.62105  0.0727
H  -1.37043  -0.91145  -4.40694  0.0797
H  0.73579  -4.36548  -0.23365  0.1123
H  2.76301  -5.75848  -0.05700  0.1008
H  4.97068  -4.79421  0.36083  0.1070
H  6.39373  -2.56800  0.72595  0.1091
H  6.37607  -0.12786  0.85552  0.1005
H  4.30745  1.18279  0.58141  0.1043
C  -6.45013  -1.24451  2.01918  -0.0260
C  -5.24832  -0.77778  1.25770  -0.3241
C  -5.02432  -1.19202  -0.05868  0.0000
C  -3.88801  -0.73893  -0.68581  -0.1675
N  -3.02039  0.04064  -0.04205  -0.1616
C  -3.29431  0.36666  1.23907  -0.8013
S  -1.97687  1.28442  1.86422  0.6837
N  -4.39305  0.01440  1.89735  0.1172
H  -7.35043  -1.19184  1.40725  0.0810
H  -6.57765  -0.64675  2.91781  0.0804
H  -6.30970  -2.28776  2.31154  0.0875
H  -5.72140  -1.83614  -0.57416  0.1162
H  -3.65791  -0.98344  -1.71150  0.0806